(1)
Molecular formula: C16H25N3O
Method: DFT, ωB97M-V/def2-TZVPD

```
45
Properties=species:S:1:pos:R:3:forces:R:3
O -1.0739 -1.5944 1.3778 -2.4 -2.1 -0.6
N 0.1888 1.5100 -0.3141 -0.6 -2.0 1.6
C -0.2092 -0.7954 1.5117 3.0 -0.2 1.6
C -0.4154 1.7739 -1.4165 -0.9 1.5 -4.0
C -2.0684 1.3404 -0.0713 -0.1 -0.1 -0.6
C -1.8312 1.7615 -1.3529 1.4 -1.0 1.1
N -0.8741 1.0754 0.4835 0.5 3.2 -1.4
N 1.1070 -1.1911 1.4547 1.2 -1.4 -0.1
C -0.6423 0.6310 1.7720 1.5 0.4 1.9
C -3.1769 1.6099 -4.9893 4.9 2.5 -1.0
C 0.1797 2.0921 -2.7960 1.7 1.5 -0.2
C -2.7505 1.8864 -2.4789 0.4 1.6 -0.5
C 1.4948 -2.6381 1.2082 -0.8 1.3 -3.2
C 2.2647 -0.3712 1.7641 0.7 -0.8 1.6
C 1.3938 -3.6238 2.3109 1.3 0.1 2.1
C 2.6217 -0.4507 3.2935 0.8 -1.9 -1.1
C 1.5982 -2.9705 3.7365 -2.2 2.1 -1.3
C 2.7207 -1.8893 3.8870 -0.2 -1.2 -0.5
C -0.8268 2.4120 -3.9458 -0.3 -3.5 -0.1
C -2.1359 1.5236 -3.8236 0.5 1.7 0.2
H -3.0033 1.2341 0.4530 0.1 -0.4 0.1
H 0.0238 1.3349 2.3744 -0.6 -1.0 -0.9
H -1.6040 0.5593 2.2590 -0.1 -0.1 0.3
H -3.3126 2.6618 -5.4156 0.3 -1.5 0.6
H -4.0230 1.2558 -4.6524 -4.8 -1.4 1.9
H -2.9158 0.8893 -5.7493 0.4 0.2 -0.7
H 0.8640 1.3441 -3.1940 -0.1 -0.6 0.5
H 0.8957 2.9891 -2.7623 -1.0 -1.0 0.3
H -3.5453 1.2463 -2.2253 -1.7 -0.4 -0.1
H -2.9993 2.9500 -2.5269 -0.9 0.0 -0.1
H 0.8333 -3.0071 0.4051 -0.2 0.3 0.4
H 2.4298 -2.6388 0.5973 -0.1 0.3 1.2
H 1.9862 0.6039 1.4677 0.4 1.3 -0.3
H 3.1988 -0.7365 1.2334 -1.4 0.5 0.2
H 0.4237 -4.0686 2.2095 -0.6 -0.2 0.6
H 2.1034 -4.4548 2.2054 0.1 0.3 -0.3
H 3.6676 -0.1508 3.4612 -0.5 0.8 -0.2
H 1.9544 0.0617 3.9493 -0.6 0.9 0.1
H 0.6276 -2.4367 3.8615 0.4 -0.2 0.3
H 1.5804 -3.7097 4.5063 0.5 -0.6 0.5
H 2.9249 -1.6447 4.9353 0.0 -0.8 0.0
H 3.5652 -2.4394 3.4658 0.7 0.5 0.1
H -0.3662 2.1203 -4.9232 -0.1 0.8 0.7
H -1.0707 3.4201 -3.8771 -0.6 1.9 -0.4
H -1.8036 0.5247 -3.6695 0.3 -1.2 -0.4
```
Forces are in eV/Å.

## Properties
Relative energy (zero: lowest compared OMol25 entry of this formula, charge and spin) in kcal per mole: 80.5
Lowest unoccupied orbital energy in eV: 0.890
Molecular weight in g/mol: 275.40
Max |F| in eV/A: 5.6
E_HOMO in eV: -8.4
HOMO-LUMO gap in hartree: 0.34046

=====

(2)
Molecular formula: C16H25N3O
Method: DFT, ωB97M-V/def2-TZVPD

```
45
Properties=species:S:1:pos:R:3:forces:R:3
C -5.8757 -2.4490 0.1345 -0.2 0.1 -0.1
H -5.1065 -2.8142 -0.5423 0.1 -0.1 0.0
H -5.5033 -2.5341 1.1530 0.1 -0.1 0.1
H -6.7559 -3.0795 0.0325 -0.1 -0.1 0.0
C -6.2191 -0.9927 -0.1862 0.1 -0.2 0.1
C -5.0051 -0.1211 -0.0401 -0.1 0.1 -0.1
C -4.7016 0.4825 1.1741 0.0 0.0 -0.1
C -3.5593 1.2423 1.3247 0.1 0.0 -0.1
C -2.6778 1.4180 0.2583 -0.3 -0.3 -0.1
C -2.9930 0.8410 -0.9705 0.1 0.1 0.0
C -4.1372 0.0769 -1.1056 -0.1 0.0 0.2
H -4.3666 -0.3614 -2.0665 0.0 0.0 -0.1
H -2.3628 1.0198 -1.8279 0.0 0.0 -0.1
N -1.5429 2.2059 0.4512 -0.1 0.5 0.4
C -0.2837 2.1368 -0.1097 -0.2 -0.2 0.0
O 0.5231 3.0198 0.0976 0.3 0.2 0.1
N -0.0334 1.0445 -0.8863 -0.1 -0.2 0.0
H -0.6308 0.2407 -0.7653 0.0 0.1 0.0
C 1.3105 0.7864 -1.3497 0.2 -0.1 0.1
C 2.1235 -0.0370 -0.3376 -0.1 0.2 -0.2
N 3.4250 -0.3649 -0.8853 -0.1 -0.1 -0.1
C 3.9763 -1.6285 -0.4355 0.0 -0.2 0.2
C 4.5015 -1.5920 1.0046 0.1 0.0 -0.3
C 5.5626 -0.5015 1.1269 -0.2 0.1 0.2
C 4.9836 0.8329 0.6638 0.1 -0.1 -0.2
C 4.4099 0.6954 -0.7524 0.0 0.2 0.1
H 3.9540 1.6361 -1.0628 0.1 0.0 -0.1
H 5.2235 0.4656 -1.4485 0.0 0.1 0.0
H 5.7544 1.6050 0.6674 0.0 0.1 0.0
H 4.1948 1.1481 1.3499 0.0 0.1 0.1
H 5.9133 -0.4254 2.1588 0.1 0.0 0.0
H 6.4187 -0.7620 0.4990 0.1 0.0 0.0
H 4.9201 -2.5648 1.2685 -0.1 0.0 0.1
H 3.6760 -1.3814 1.6885 0.0 0.0 0.1
H 3.2118 -2.4018 -0.5453 0.1 0.0 -0.1
H 4.8036 -1.8755 -1.1094 0.0 -0.1 0.0
H 2.1728 0.5283 0.6049 -0.1 -0.1 0.0
H 1.5855 -0.9699 -0.1417 0.0 0.0 0.0
H 1.2640 0.2520 -2.3011 0.1 0.0 0.1
H 1.7801 1.7579 -1.5067 0.0 -0.1 -0.1
H -1.6204 2.9349 1.1468 0.1 -0.1 -0.2
H -3.3405 1.7098 2.2742 0.1 0.0 0.1
H -5.3703 0.3572 2.0136 -0.1 0.0 0.1
H -7.0037 -0.6510 0.4916 0.0 0.0 -0.1
H -6.5991 -0.9299 -1.2078 -0.1 0.1 0.0
```
Forces are in eV/Å.

## Properties
Relative energy (zero: lowest compared OMol25 entry of this formula, charge and spin) in kcal per mole: 4.7
Lowest unoccupied orbital energy in eV: 0.760
Molecular weight in g/mol: 275.40
Max |F| in eV/A: 0.6
E_HOMO in eV: -8.1
HOMO-LUMO gap in hartree: 0.32711

=====

(3)
Molecular formula: C16H25N3O3S
Method: DFT, ωB97M-V/def2-TZVPD

```
48
Properties=species:S:1:pos:R:3:forces:R:3
C -5.6270 -0.8318 1.1167 0.3 0.2 -0.1
H -5.2198 -1.7547 1.5225 0.0 -0.1 0.0
H -5.9305 -1.0071 0.0877 -0.1 -0.1 -0.1
H -6.5104 -0.5648 1.6903 -0.1 0.0 0.0
C -4.6019 0.3017 1.2040 -0.2 0.0 0.1
N -3.3318 0.0748 0.5313 0.0 -0.1 0.0
C -2.5560 -1.0144 1.0983 -0.1 -0.1 -0.1
C -1.0580 -0.7786 0.9106 -0.3 0.2 -0.1
O -0.2519 -1.6787 0.8401 0.1 -0.3 0.1
N -0.7671 0.5478 0.8500 -0.2 0.3 0.1
C 0.4780 1.1324 0.6358 0.5 -0.1 -0.1
C 0.5414 2.4022 0.0609 0.0 -0.1 0.0
C 1.7631 3.0009 -0.1855 0.0 -0.1 0.0
C 2.9394 2.3355 0.1243 0.2 0.1 -0.1
C 2.8665 1.0854 0.7068 0.5 -0.1 0.1
C 1.6589 0.4808 0.9847 -0.2 -0.1 0.1
H 1.6354 -0.4788 1.4704 -0.1 -0.1 0.0
S 4.3918 0.2139 1.1088 0.4 -0.1 0.1
O 4.2349 -0.4140 2.3865 -0.4 -0.2 -0.1
O 5.4725 1.1365 0.9171 -0.2 0.1 -0.3
N 4.5963 -0.9975 -0.0138 0.0 0.8 0.9
C 3.7363 -2.1592 0.0860 -0.4 -0.6 0.2
H 4.3563 -3.0510 -0.0477 -0.1 0.1 0.1
H 3.3050 -2.1901 1.0844 0.0 -0.2 0.0
C 2.6919 -2.0430 -1.0438 0.0 0.0 0.0
H 1.6945 -1.8790 -0.6410 0.0 0.0 0.0
H 2.6711 -2.9607 -1.6295 0.0 0.0 0.0
C 3.1618 -0.8544 -1.8991 0.1 0.0 -0.1
H 2.5259 0.0158 -1.7344 0.0 0.0 0.0
H 3.1547 -1.0846 -2.9630 0.0 0.1 0.0
C 4.5852 -0.5734 -1.3955 0.0 0.3 -0.6
H 5.3155 -1.1748 -1.9459 0.0 0.1 0.0
H 4.8778 0.4737 -1.4490 0.1 0.0 -0.2
H 3.9087 2.7705 -0.0569 0.1 0.1 0.0
H 1.7987 3.9855 -0.6264 0.0 0.1 0.0
H -0.3754 2.9163 -0.1898 -0.1 0.0 0.0
H -1.5931 1.1385 0.7859 0.1 -0.2 0.0
H -2.8009 -2.0008 0.6780 0.1 0.1 0.1
H -2.7320 -1.0580 2.1772 0.0 0.0 0.0
C -3.4088 -0.0387 -0.9215 0.0 0.2 -0.1
C -3.8501 1.2610 -1.5845 0.0 -0.3 0.1
H -3.6915 1.1914 -2.6575 0.0 0.0 -0.1
H -4.9041 1.4605 -1.4119 -0.1 0.1 0.0
H -3.2702 2.0974 -1.2019 0.1 0.1 0.0
H -4.0729 -0.8586 -1.2352 0.1 0.0 0.0
H -2.4020 -0.2861 -1.2709 -0.1 -0.1 0.0
H -5.0349 1.2146 0.7906 0.0 0.0 0.1
H -4.3714 0.4959 2.2561 -0.1 0.1 -0.1
```
Forces are in eV/Å.

## Properties
Relative energy (zero: lowest compared OMol25 entry of this formula, charge and spin) in kcal per mole: 48.2
Lowest unoccupied orbital energy in eV: 0.545
Molecular weight in g/mol: 339.46
Max |F| in eV/A: 1.2
E_HOMO in eV: -9.0
HOMO-LUMO gap in hartree: 0.34952

=====

(4)
Molecular formula: C16H25N3OS
Method: DFT, ωB97M-V/def2-TZVPD

```
46
Properties=species:S:1:pos:R:3:forces:R:3
C -7.2549 0.1432 0.1385 0.0 0.1 0.0
O -6.7538 -1.1682 0.2815 0.0 -0.1 0.2
C -5.9415 -1.6038 -0.7777 0.2 -0.1 -0.3
C -4.6097 -0.8565 -0.9085 -0.3 -0.1 0.4
C -3.8431 -0.8614 0.4164 -0.5 -0.1 -0.2
N -2.6067 -0.1199 0.3474 0.5 0.2 -0.2
C -2.5736 1.2279 0.4121 0.0 -0.1 0.0
N -1.3881 1.8557 0.2070 0.0 0.2 0.0
C -0.1123 1.3111 0.0068 0.4 -0.3 -0.1
C 0.3424 0.1830 0.6819 -0.2 0.3 0.0
C 1.6157 -0.3056 0.4645 0.3 -0.1 -0.1
C 2.4994 0.3106 -0.4304 -0.4 0.1 0.0
C 2.0316 1.4595 -1.0865 0.1 0.0 0.1
C 0.7639 1.9486 -0.8696 -0.2 -0.1 0.1
H 0.4369 2.8358 -1.3927 0.0 0.1 -0.1
H 2.6593 1.9723 -1.7978 0.1 0.0 -0.1
N 3.7468 -0.2070 -0.7244 0.2 -0.3 -0.3
C 4.1737 -1.4742 -0.1714 -0.1 -0.2 0.3
H 3.3251 -2.1563 -0.1155 0.1 0.0 -0.1
C 4.8533 -1.3069 1.1911 0.1 -0.1 -0.2
C 6.0468 -0.3660 1.0436 -0.2 0.1 0.2
C 5.5951 0.9461 0.4074 0.1 -0.1 -0.2
C 4.8822 0.6707 -0.9220 0.1 0.4 0.2
H 4.5665 1.6096 -1.3718 0.0 -0.1 -0.1
H 5.5739 0.1772 -1.6140 0.0 0.1 0.0
H 6.4515 1.5998 0.2354 0.0 0.1 0.0
H 4.9019 1.4598 1.0779 0.0 0.1 0.0
H 6.5011 -0.1758 2.0178 0.1 0.0 0.0
H 6.8014 -0.8353 0.4072 0.1 0.0 0.0
H 5.1771 -2.2790 1.5661 0.0 0.0 0.1
H 4.1432 -0.8830 1.9040 0.0 0.0 0.1
H 4.8956 -1.9035 -0.8765 -0.1 0.0 0.0
H 1.9192 -1.1720 1.0292 0.1 -0.1 0.0
H -0.2845 -0.2957 1.4192 0.0 0.0 0.0
H -1.4675 2.8610 0.1326 -0.1 -0.2 0.1
S -3.9083 2.1566 0.7300 -0.5 0.4 0.2
H -1.8310 -0.5699 -0.1191 0.0 0.0 0.1
H -3.6086 -1.8857 0.7155 0.0 0.0 0.0
H -4.4655 -0.4036 1.1883 0.1 -0.2 0.0
H -4.0176 -1.3345 -1.6920 0.0 0.0 -0.1
H -4.7914 0.1787 -1.2016 0.1 0.0 0.0
H -6.4880 -1.5287 -1.7319 0.0 -0.1 0.1
H -5.7521 -2.6601 -0.5651 0.0 0.0 -0.1
H -7.7437 0.2725 -0.8347 0.0 0.0 0.0
H -7.9892 0.2732 0.9311 0.0 0.1 0.0
H -6.4727 0.8997 0.2507 0.0 0.0 0.0
```
Forces are in eV/Å.

## Properties
Relative energy (zero: lowest compared OMol25 entry of this formula, charge and spin) in kcal per mole: 7.8
Lowest unoccupied orbital energy in eV: 0.676
Molecular weight in g/mol: 307.46
Max |F| in eV/A: 0.7
E_HOMO in eV: -7.4
HOMO-LUMO gap in hartree: 0.29838